Entry 1:
The following is a DFT calculation (wB97M-V/def2-TZVPD) of 7 unconnected molecules or ions with the total composition C36H77FN2O16S.

Cartesian coordinates (Å):
N: -3.707 -4.705 1.397
C: -4.462 -4.684 0.081
C: -3.489 -4.264 -1.122
C: -3.591 -2.730 -1.584
C: -3.450 -1.650 -0.411
C: -1.959 -1.787 0.176
C: -1.782 -1.367 1.711
F: -1.669 -2.535 2.589
O: -3.346 -0.389 -1.189
S: -3.610 0.939 -0.192
O: -2.454 1.515 0.577
O: -4.169 2.084 -0.979
O: -4.652 0.114 0.860
C: -4.680 -1.336 0.562
C: -6.186 -1.496 0.022
C: -7.303 -1.948 1.038
C: -8.696 -2.046 0.340
C: -8.984 -1.753 -1.141
N: -7.948 -1.309 -2.003
C: -6.667 -1.206 -1.412
H: -4.244 -4.252 2.145
H: -2.826 -4.215 1.192
H: -5.445 -4.107 0.129
H: -4.751 -5.790 -0.111
H: -2.401 -4.581 -0.887
H: -3.783 -4.901 -2.042
H: -4.524 -2.628 -2.230
H: -2.696 -2.547 -2.296
H: -1.294 -1.064 -0.433
H: -1.484 -2.819 0.052
H: -0.750 -0.851 1.788
H: -2.537 -0.609 2.103
H: -4.646 -1.900 1.553
H: -7.112 -2.165 2.136
H: -9.585 -2.371 0.993
H: -10.057 -1.900 -1.531
H: -5.836 -0.842 -2.127
C: 0.415 0.835 -1.504
O: 1.515 -0.046 -1.315
C: 2.458 0.026 -2.383
C: 3.663 0.880 -2.004
O: 3.295 2.247 -1.826
C: 3.160 2.599 -0.455
H: -0.121 0.915 -0.556
H: 0.733 1.835 -1.809
H: -0.265 0.416 -2.253
H: 1.983 0.400 -3.297
H: 2.800 -0.996 -2.576
H: 4.387 0.849 -2.823
H: 4.154 0.490 -1.106
H: 4.152 2.704 -0.003
H: 2.580 1.859 0.102
H: 2.642 3.558 -0.399
C: 7.268 2.098 -1.312
O: 7.333 2.484 0.055
C: 8.663 2.787 0.470
C: 8.905 4.293 0.505
O: 8.855 4.857 -0.804
C: 7.616 5.498 -1.072
H: 6.221 2.128 -1.622
H: 7.842 2.765 -1.958
H: 7.632 1.071 -1.419
H: 9.395 2.286 -0.172
H: 8.779 2.390 1.484
H: 9.911 4.478 0.895
H: 8.190 4.790 1.170
H: 7.579 6.460 -0.548
H: 6.763 4.884 -0.770
H: 7.550 5.679 -2.146
C: -7.768 2.146 4.926
O: -7.296 1.086 4.105
C: -5.892 1.169 3.865
C: -5.117 0.210 4.764
O: -5.216 0.588 6.135
C: -6.162 -0.197 6.846
H: -8.770 1.886 5.271
H: -7.130 2.309 5.798
H: -7.832 3.066 4.336
H: -5.536 2.197 3.987
H: -5.729 0.879 2.822
H: -4.056 0.257 4.495
H: -5.454 -0.823 4.619
H: -5.742 -1.189 7.046
H: -7.102 -0.302 6.298
H: -6.370 0.296 7.797
C: 7.590 0.785 -4.814
O: 6.650 -0.189 -4.379
C: 5.558 -0.333 -5.286
C: 5.732 -1.560 -6.175
O: 6.845 -1.411 -7.055
C: 7.993 -2.114 -6.600
H: 8.501 0.664 -4.224
H: 7.843 0.671 -5.871
H: 7.190 1.787 -4.633
H: 5.431 0.573 -5.888
H: 4.656 -0.464 -4.681
H: 4.842 -1.668 -6.802
H: 5.831 -2.470 -5.573
H: 7.865 -3.186 -6.783
H: 8.183 -1.945 -5.537
H: 8.856 -1.760 -7.166
C: -3.636 6.422 -1.137
O: -3.080 6.398 0.171
C: -2.555 5.115 0.512
C: -1.037 5.077 0.359
O: -0.648 5.213 -1.007
C: -0.212 6.528 -1.318
H: -3.782 7.466 -1.422
H: -2.983 5.948 -1.873
H: -4.611 5.925 -1.130
H: -3.030 4.329 -0.083
H: -2.805 4.938 1.563
H: -0.676 4.101 0.698
H: -0.561 5.845 0.978
H: 0.793 6.688 -0.912
H: -0.891 7.289 -0.923
H: -0.175 6.628 -2.404
C: 0.596 -6.450 1.295
O: 0.935 -5.163 1.794
C: 0.351 -4.906 3.071
C: 1.362 -5.107 4.195
O: 1.751 -6.475 4.307
C: 3.015 -6.729 3.710
H: 1.264 -6.676 0.461
H: 0.710 -7.230 2.052
H: -0.433 -6.441 0.923
H: -0.538 -5.527 3.225
H: 0.032 -3.860 3.070
H: 0.891 -4.831 5.144
H: 2.237 -4.463 4.056
H: 3.811 -6.346 4.358
H: 3.099 -6.274 2.719
H: 3.133 -7.809 3.606

Values from the calculation:
Highest occupied orbital energy ... -8.918 eV
Structure (SMILES) ... NCCC[C@@]1(CCF)OS(=O)(=O)O[C@H]1c1cccnc1.COCCOC.COCCOC.COCCOC.COCCOC.COCCOC.COCCOC
2S+1 ... 1
LUMO energy ... -0.0140 hartree
Gap between HOMO and LUMO ... 8.54 eV

---

Entry 2:
The following is a DFT calculation (wB97M-V/def2-TZVPD) of 3 unconnected molecules or ions with the total composition C36H78BFN5O7.

Cartesian coordinates (Å):
C: -2.367 -3.916 1.093
C: -1.339 -2.646 1.108
C: -0.061 -3.062 0.219
C: 0.397 -1.898 -0.828
C: -0.054 -2.203 -2.341
C: 0.990 -1.710 -3.459
C: 1.488 -0.189 -3.266
C: 3.061 -0.247 -2.837
C: 3.672 1.183 -2.459
C: 3.944 1.413 -0.889
C: 3.835 3.033 -0.695
C: 2.365 3.615 -0.929
C: 2.485 5.224 -0.716
O: 3.623 5.767 -0.752
O: 1.345 6.027 -0.451
N: 2.924 0.814 0.006
C: 3.255 0.898 1.450
N: 2.279 1.261 2.305
C: 2.547 1.290 3.801
O: 1.380 1.075 4.603
O: 1.096 -0.258 4.660
C: 0.896 1.637 1.912
C: 0.490 3.161 2.333
C: 1.726 4.173 2.385
F: -0.341 3.190 3.534
N: 4.585 0.489 1.827
C: 5.674 1.175 0.997
B: 7.136 0.647 1.560
O: 7.339 0.059 2.857
O: 8.255 0.852 0.685
C: 5.470 0.983 -0.572
C: 5.928 -0.424 -1.163
C: 5.266 -1.720 -0.460
C: 6.297 -2.592 0.419
O: 5.952 -3.999 0.461
C: 4.815 -4.178 1.355
H: -2.786 -4.109 2.141
H: -1.851 -4.877 0.745
H: -3.182 -3.686 0.329
H: -1.001 -2.550 2.202
H: -1.840 -1.672 0.792
H: 0.814 -3.204 0.952
H: -0.176 -4.056 -0.336
H: -0.124 -0.913 -0.523
H: 1.540 -1.836 -0.731
H: -0.133 -3.353 -2.437
H: -1.113 -1.804 -2.528
H: 0.427 -1.752 -4.467
H: 1.885 -2.433 -3.561
H: 1.420 0.430 -4.235
H: 0.956 0.311 -2.380
H: 3.600 -0.672 -3.769
H: 3.152 -1.050 -2.033
H: 3.040 1.979 -2.965
H: 4.710 1.239 -2.964
H: 4.169 3.385 0.335
H: 4.499 3.469 -1.529
H: 1.944 3.486 -1.979
H: 1.570 3.264 -0.194
H: 0.634 5.373 -0.237
H: 2.747 -0.189 -0.154
H: 3.300 0.468 4.111
H: 3.038 2.288 4.086
H: 0.331 -0.458 4.062
H: 0.079 0.985 2.406
H: 0.671 1.577 0.798
H: -0.208 3.555 1.498
H: 1.418 5.250 2.108
H: 2.641 3.828 1.802
H: 2.052 4.239 3.494
H: 4.862 0.711 2.789
H: 5.647 2.280 1.349
H: 7.290 -0.919 2.796
H: 8.855 0.074 0.678
H: 6.123 1.786 -1.088
H: 5.730 -0.555 -2.294
H: 7.072 -0.586 -1.083
H: 4.891 -2.430 -1.293
H: 4.371 -1.495 0.207
H: 6.179 -2.211 1.511
H: 7.388 -2.391 0.142
H: 4.529 -5.287 1.465
H: 3.880 -3.609 1.010
H: 5.034 -3.810 2.426
C: -6.186 6.856 1.694
C: -5.568 5.463 1.676
N: -4.301 5.397 0.955
C: -3.867 4.034 0.667
C: -3.539 3.130 1.854
C: -3.252 6.304 1.408
C: -2.822 6.222 2.873
H: -6.283 7.257 0.681
H: -7.185 6.813 2.134
H: -5.596 7.556 2.291
H: -6.288 4.801 1.183
H: -5.470 5.103 2.708
H: -3.001 4.064 -0.005
H: -4.655 3.547 0.080
H: -2.594 3.404 2.323
H: -3.432 2.096 1.508
H: -4.323 3.138 2.613
H: -3.581 7.331 1.212
H: -2.366 6.183 0.773
H: -3.671 6.201 3.558
H: -2.224 7.102 3.127
H: -2.197 5.348 3.065
C: -3.749 -4.893 -3.144
C: -4.998 -5.672 -3.540
N: -5.692 -6.273 -2.407
C: -6.690 -7.265 -2.797
C: -7.889 -6.782 -3.609
C: -6.097 -5.361 -1.342
C: -6.997 -4.184 -1.715
H: -3.073 -5.509 -2.544
H: -3.208 -4.578 -4.040
H: -3.994 -3.991 -2.576
H: -4.674 -6.469 -4.218
H: -5.657 -5.017 -4.122
H: -7.055 -7.782 -1.902
H: -6.181 -8.044 -3.377
H: -8.591 -6.216 -2.997
H: -8.435 -7.645 -4.003
H: -7.594 -6.168 -4.463
H: -5.191 -4.957 -0.875
H: -6.577 -5.931 -0.539
H: -6.643 -3.650 -2.600
H: -7.017 -3.464 -0.891
H: -8.027 -4.498 -1.886

Values from the calculation:
Highest occupied orbital energy ... -9.438 eV
2S+1 ... 1
LUMO energy ... -0.1290 hartree
Charge ... +1
Gap between HOMO and LUMO ... 5.93 eV

---

Entry 3:
The following is a DFT calculation (wB97M-V/def2-TZVPD) of 5 unconnected molecules or ions with the total composition C36H80BF4N4.

Cartesian coordinates (Å):
C: -3.128 -9.364 0.610
C: -2.002 -9.915 -0.336
C: -0.797 -10.477 0.396
C: 0.135 -9.293 0.936
N: 1.272 -9.984 1.794
C: 2.160 -8.874 2.410
C: 2.632 -9.486 3.690
C: 1.476 -10.271 4.292
C: 0.738 -10.786 3.076
C: 2.166 -10.886 0.920
H: -3.920 -9.064 -0.075
H: -2.854 -8.496 1.209
H: -3.594 -10.170 1.176
H: -1.737 -9.080 -0.985
H: -2.411 -10.727 -0.937
H: -0.284 -11.111 -0.328
H: -1.235 -11.153 1.131
H: -0.308 -8.515 1.558
H: 0.522 -8.729 0.088
H: 2.793 -8.426 1.645
H: 1.491 -8.094 2.774
H: 3.484 -10.134 3.486
H: 3.124 -8.789 4.368
H: 1.908 -11.129 4.806
H: 0.889 -9.564 4.878
H: 0.761 -11.874 3.033
H: -0.343 -10.699 3.185
H: 1.615 -11.789 0.658
H: 3.117 -10.991 1.443
H: 2.170 -10.224 0.054
C: 0.993 2.104 8.394
C: 0.635 2.003 6.900
C: 0.529 0.563 6.413
C: 1.698 -0.380 6.627
N: 1.489 -1.692 5.841
C: 2.648 -2.648 5.990
C: 2.661 -3.552 4.731
C: 2.062 -2.723 3.617
C: 1.662 -1.422 4.339
C: 0.220 -2.433 6.267
H: 1.006 3.118 8.794
H: 1.885 1.573 8.726
H: 0.319 1.493 8.995
H: 1.430 2.539 6.381
H: -0.358 2.414 6.720
H: 0.224 0.639 5.369
H: -0.287 0.192 7.033
H: 1.732 -0.588 7.696
H: 2.662 0.013 6.302
H: 2.663 -3.025 7.013
H: 3.516 -1.990 5.948
H: 1.978 -4.393 4.850
H: 3.600 -3.968 4.367
H: 1.138 -3.221 3.322
H: 2.721 -2.553 2.766
H: 0.712 -1.014 3.994
H: 2.427 -0.665 4.170
H: 0.180 -3.325 5.642
H: -0.697 -1.906 6.005
H: 0.178 -2.615 7.341
C: -3.885 -1.592 6.124
C: -4.068 -2.582 4.887
C: -4.677 -3.875 5.389
C: -5.075 -4.806 4.239
N: -5.657 -6.180 4.628
C: -4.684 -7.193 5.217
C: -4.032 -7.928 4.032
C: -4.983 -7.815 2.807
C: -6.101 -6.887 3.239
C: -6.787 -5.957 5.618
H: -3.340 -2.008 6.971
H: -4.916 -1.427 6.435
H: -3.385 -0.668 5.834
H: -3.138 -2.650 4.322
H: -4.689 -1.999 4.207
H: -5.515 -3.626 6.040
H: -3.945 -4.427 5.979
H: -4.321 -4.993 3.473
H: -5.823 -4.284 3.643
H: -5.344 -7.846 5.789
H: -3.900 -6.729 5.816
H: -3.900 -9.003 4.148
H: -3.078 -7.407 3.952
H: -5.460 -8.777 2.616
H: -4.386 -7.431 1.980
H: -6.978 -7.521 3.375
H: -6.212 -6.084 2.511
H: -7.342 -5.097 5.242
H: -6.391 -5.721 6.606
H: -7.269 -6.931 5.529
C: -1.327 -6.801 14.168
C: -0.478 -7.983 13.679
C: -0.054 -7.857 12.163
C: -1.064 -7.093 11.175
N: -0.659 -6.939 9.667
C: 0.737 -6.351 9.464
C: 0.676 -5.579 8.113
C: -0.829 -5.676 7.606
C: -1.612 -5.986 8.939
C: -0.786 -8.323 9.007
H: -1.393 -6.695 15.251
H: -2.356 -6.950 13.840
H: -1.082 -5.806 13.797
H: -0.986 -8.936 13.829
H: 0.470 -8.111 14.203
H: -0.098 -8.896 11.836
H: 1.002 -7.610 12.062
H: -1.361 -6.078 11.441
H: -2.031 -7.578 11.047
H: 1.590 -7.014 9.611
H: 0.790 -5.563 10.215
H: 1.459 -5.834 7.398
H: 0.939 -4.542 8.321
H: -1.043 -6.570 7.020
H: -1.288 -4.880 7.021
H: -2.603 -6.427 8.831
H: -1.518 -5.140 9.619
H: -0.376 -8.278 7.998
H: -1.809 -8.697 8.973
H: -0.097 -9.035 9.462
B: -0.498 -6.217 4.362
F: -1.572 -5.448 4.813
F: 0.000 -5.739 3.199
F: 0.539 -6.197 5.297
F: -0.927 -7.510 4.134

Values from the calculation:
Highest occupied orbital energy (spin up / spin down) ... -5.783 / -14.842 eV
2S+1 ... 2
LUMO energy (spin up / spin down) ... -0.1219 / -0.1242 hartree
Charge ... +2
Gap between HOMO and LUMO (spin up / spin down) ... 2.47 / 11.46 eV